Record 1
Formula: C37H49BI2N6O2PS4Zr
Source: the Open Molecules 2025 dataset
Level of theory: ωB97M-V with the def2-TZVPD basis set

XYZ file:
```
103
C37H49BI2N6O2PS4Zr ωB97M-V with the def2-TZVPD basis set
Zr -0.52051 -0.39879 0.18901
I 3.38182 -4.14529 5.88387
C 2.50313 -3.28973 4.19866
C 3.02195 -3.55650 2.94039
C 2.45905 -2.93838 1.83767
I 3.12047 -3.46316 -0.07536
C 1.39721 -2.03157 1.97181
O 0.97623 -1.32200 0.90898
C 0.81825 -1.86035 3.23061
C -0.48531 -1.12074 3.44069
N -0.68475 0.10635 2.61547
C -1.99554 0.71059 2.93701
C -3.06826 0.16652 2.03718
C -4.37334 0.00736 2.45277
C -5.32386 -0.41644 1.53539
C -4.94408 -0.64653 0.22228
C -3.62158 -0.48478 -0.11169
N -2.69458 -0.09121 0.77951
C 1.39385 -2.47664 4.33597
H 3.85650 -4.23492 2.81787
H -1.30578 -1.79665 3.20946
H -0.56777 -0.85737 4.49499
H 0.04306 0.76007 2.87285
H -2.26200 0.54629 3.98006
H -1.93786 1.78476 2.77664
H -4.64170 0.20915 3.48186
H -6.35198 -0.56571 1.84288
H -5.65356 -0.96124 -0.53202
H -3.28014 -0.66803 -1.11946
H 0.95754 -2.32162 5.31669
C -0.36921 0.32997 -4.61305
N -1.33888 -0.68159 -4.20821
C -2.50510 -0.93734 -4.89353
C -3.12291 -1.94455 -4.24610
N -2.34283 -2.30053 -3.16007
B -2.81956 -3.46605 -2.19329
N -1.61007 -4.19448 -1.52206
C -1.00085 -5.31688 -2.05331
C -0.24571 -5.88429 -1.09382
N -0.38609 -5.09884 0.03669
C 0.15752 -5.43670 1.34808
C -1.21830 -4.06986 -0.24568
S -1.67606 -2.81768 0.85229
C -1.25843 -1.51510 -3.15023
S 0.07620 -1.60356 -2.02739
H -0.82478 1.31494 -4.55379
H -0.04484 0.12993 -5.63346
H 0.48103 0.29523 -3.94476
H -2.78493 -0.38513 -5.77617
H -4.05656 -2.44418 -4.45541
H -3.52266 -2.99953 -1.33564
H -3.39347 -4.27342 -2.88704
H -1.16200 -5.61806 -3.07647
H 0.38072 -6.76314 -1.11186
H 1.17657 -5.80063 1.23467
H -0.45342 -6.20429 1.81965
H 0.15340 -4.55072 1.97191
C -4.61435 2.95242 -0.30109
O -3.27796 2.42883 -0.40774
C -2.82079 2.07516 -1.61520
S -3.70823 2.14226 -2.98752
S -1.20641 1.40932 -1.56972
H -4.78738 3.08499 0.76453
H -5.33776 2.25848 -0.72586
H -4.69250 3.90247 -0.82458
C 4.36548 2.52331 1.13654
C 3.23135 1.49513 1.11541
C 2.78362 1.19231 2.54969
C 3.80075 0.21307 0.48208
P 1.68135 1.88673 0.08347
C 2.46153 2.17330 -1.55638
C 2.51510 1.11574 -2.46316
C 3.15533 1.24753 -3.68831
C 3.76156 2.44661 -4.03032
C 3.73576 3.50456 -3.13081
C 3.09579 3.36777 -1.90632
C 0.95658 3.57527 0.61120
C 0.36274 4.35430 -0.57664
C 1.90288 4.50539 1.37106
C -0.19732 3.22273 1.56282
H 5.26832 2.01270 1.49209
H 4.17631 3.35334 1.81291
H 4.59244 2.91270 0.14454
H 3.63575 0.82542 3.12969
H 2.02156 0.41366 2.57278
H 2.40489 2.08407 3.05763
H 4.45743 -0.28836 1.20157
H 4.39031 0.44468 -0.40690
H 3.02457 -0.48647 0.18857
H 2.06492 0.16992 -2.20385
H 3.17843 0.40837 -4.37590
H 4.26064 2.55637 -4.98567
H 4.22211 4.44177 -3.37707
H 3.10848 4.20787 -1.22638
H 1.11730 4.93313 -1.10526
H -0.37556 5.06278 -0.18600
H -0.13523 3.71598 -1.29879
H 2.78446 4.78062 0.79303
H 2.23391 4.07923 2.31987
H 1.35773 5.42982 1.59517
H -0.92067 2.57265 1.07029
H -0.72409 4.13443 1.86398
H 0.18361 2.75063 2.47654
```

The value obtained for the max |F| is 0.03578 Eh/bohr. As for the net charge: +1. The gap between HOMO and LUMO comes out at 7.03 eV. As for the multiplicity: 1. Its relative energy (zero: lowest compared OMol25 entry of this formula, charge and spin) is 20.6 kJ/mol. Its LUMO energy is -3.17 eV. The calculation puts the HOMO energy at -10.20 eV. For the energy, the calculation gives -122989.726 eV.

=====

Record 2
Formula: C2H4N4O
Source: the Open Molecules 2025 dataset
Level of theory: ωB97M-V with the def2-TZVPD basis set

XYZ file:
```
11
C2H4N4O ωB97M-V with the def2-TZVPD basis set
N -1.81882 0.32730 0.74508
C -0.51748 0.09141 0.31816
N -0.23310 -1.35952 0.08277
N 0.74124 -1.41244 -0.68183
C 1.12416 -0.00366 -0.86466
N 2.20558 0.49245 -0.45777
O -0.04847 0.68116 -0.92788
H -2.08687 1.29823 0.64805
H -2.47564 -0.28446 0.28591
H 0.26012 0.41967 1.03265
H 2.84928 -0.25014 -0.18048
```

The value obtained for the max |F| is 0.01456 Eh/bohr. The gap between HOMO and LUMO comes out at 10.27 eV. As for the multiplicity: 1. Its relative energy (zero: lowest compared OMol25 entry of this formula, charge and spin) is 279.0 kJ/mol. Its LUMO energy is -0.06 eV. The calculation puts the HOMO energy at -10.33 eV. For the energy, the calculation gives -10144.243 eV.

=====

Record 3
Formula: C2H8N2O2
Source: the Open Molecules 2025 dataset
Level of theory: ωB97M-V with the def2-TZVPD basis set

XYZ file:
```
14
C2H8N2O2 ωB97M-V with the def2-TZVPD basis set
N 0.67038 -1.06156 1.08684
C -0.67545 -0.71969 0.63968
N -0.65799 0.57166 -0.03105
C -0.41477 1.70244 0.66997
O -0.67971 1.87955 1.84641
H 0.74634 -1.84073 1.71511
H 1.09485 -0.23117 1.46333
H -1.41040 -0.67332 1.43920
H -1.01927 -1.42010 -0.12017
H -0.18155 0.49466 -0.92287
H -0.00591 2.56101 0.11846
O 0.60790 -0.11469 -2.57899
H 1.46657 -0.26774 -2.16832
H 0.45902 -0.88031 -3.15760
```

The value obtained for the max |F| is 0.02789 Eh/bohr. The gap between HOMO and LUMO comes out at 10.13 eV. As for the multiplicity: 1. Its relative energy (zero: lowest compared OMol25 entry of this formula, charge and spin) is 87.0 kJ/mol. Its SMILES is NCNC=O.O. Its LUMO energy is 0.57 eV. The calculation puts the HOMO energy at -9.56 eV. For the energy, the calculation gives -9279.009 eV.

=====

Record 4
Formula: C8H9N3
Source: the Open Molecules 2025 dataset
Level of theory: ωB97M-V with the def2-TZVPD basis set

XYZ file:
```
20
C8H9N3 ωB97M-V with the def2-TZVPD basis set
C -0.21616 -1.68580 1.06150
N 0.17081 -0.52929 0.74290
N -0.94374 0.08400 0.15216
C -1.12508 1.20402 -0.60603
C -2.43867 1.04225 -0.97038
N -2.96652 -0.10507 -0.57791
C -2.04507 -0.71325 0.10112
C -1.62921 -2.00759 0.55832
H 0.39043 -2.41219 1.63677
H -0.31276 1.82621 -0.89033
H -3.04794 1.71656 -1.61677
H -2.11688 -2.46639 1.49782
H -1.68293 -2.70767 -0.34801
C 3.04799 1.63049 0.12099
C 2.61281 0.54827 0.67912
C 2.20458 0.77496 -0.82809
H 3.70545 2.50812 0.17285
H 2.55140 0.11971 1.71568
H 1.15338 0.99573 -1.00726
H 2.68811 0.17692 -1.59448
```

The value obtained for the max |F| is 0.07127 Eh/bohr. The gap between HOMO and LUMO comes out at 9.51 eV. As for the multiplicity: 1. Its relative energy (zero: lowest compared OMol25 entry of this formula, charge and spin) is 521.5 kJ/mol. Its SMILES is C1=Nn2ccnc2C1.C1=CC1. Its LUMO energy is 0.82 eV. The calculation puts the HOMO energy at -8.70 eV. For the energy, the calculation gives -12906.805 eV.

=====

Record 5
Formula: C5H9MgO4Tb
Source: the Open Molecules 2025 dataset
Level of theory: ωB97M-V with the def2-TZVPD basis set

XYZ file:
```
20
C5H9MgO4Tb ωB97M-V with the def2-TZVPD basis set
O -1.23639 -1.12565 -0.55293
C -2.09615 -0.64585 0.33781
C -1.66714 0.19195 1.29221
O -0.28875 0.35033 1.40749
C 0.19876 1.69408 1.47411
C 1.70228 1.58673 1.51713
O 2.11211 0.76979 0.42125
C 3.52042 0.73161 0.21223
Mg 0.78530 -0.70648 -0.12289
H -3.16469 -0.81377 0.17539
H -2.28818 0.70468 2.02388
H -0.16932 2.19084 2.38207
H 2.03944 1.10845 2.44958
H 2.15196 2.58545 1.42560
H 3.70363 0.10885 -0.66959
H 3.89599 1.74753 0.03195
H 4.01478 0.29004 1.08947
Tb -0.68886 -2.66430 -2.18582
O 1.16926 -1.67056 -1.70468
H -0.15969 2.26823 0.57686
```

The value obtained for the max |F| is 0.12218 Eh/bohr. The expectation value of S² is 12.7605. As for the net charge: +2. The gap between HOMO and LUMO (alpha / beta) comes out at 6.38 / 6.88 eV. As for the multiplicity: 7. Its LUMO energy (alpha / beta) is -9.29 / -8.81 eV. The calculation puts the HOMO energy (alpha / beta) at -15.67 / -15.70 eV. For the energy, the calculation gives -41385.632 eV.

=====

Record 6
Formula: C11H12NP
Source: the Open Molecules 2025 dataset
Level of theory: ωB97M-V with the def2-TZVPD basis set

XYZ file:
```
25
C11H12NP ωB97M-V with the def2-TZVPD basis set
C 1.32274 -1.61186 -0.90028
C 2.61300 -1.35082 -0.95160
P 3.44759 -0.20145 0.25366
N 2.56807 1.35863 0.23562
C 1.20068 1.76595 0.65579
C 0.06970 1.61797 -0.26309
C -0.82180 0.61746 -0.46177
C -2.14873 0.84973 -1.04118
C -3.16081 0.07432 -0.53283
C -3.10562 -0.70648 0.68420
C -1.81447 -1.09387 1.01770
C -0.64501 -0.62072 0.28478
C 0.36923 -1.48610 0.20297
H 0.76847 -2.00271 -1.75077
H 3.22141 -1.48328 -1.85378
H 2.76626 -0.98000 1.41565
H 2.81013 1.93438 -0.60908
H 1.25095 2.84742 0.94955
H 1.00013 1.12411 1.53518
H -0.00615 2.47406 -0.96993
H -2.24927 1.62963 -1.82786
H -4.10810 0.26446 -0.86820
H -3.92237 -1.20711 0.95849
H -1.73138 -1.89870 1.63942
H 0.30443 -2.52237 0.75040
```

The value obtained for the max |F| is 0.13463 Eh/bohr. The gap between HOMO and LUMO comes out at 7.42 eV. As for the multiplicity: 1. Its relative energy (zero: lowest compared OMol25 entry of this formula, charge and spin) is 308.4 kJ/mol. Its SMILES is C1=C\PNC/C=c2/cccc/c2=C/1. Its LUMO energy is -0.15 eV. The calculation puts the HOMO energy at -7.57 eV. For the energy, the calculation gives -22375.977 eV.